The following is a quantum chemistry calculation of 5 unconnected molecules or ions with the total composition CH11NO5 in a non-equilibrium geometry, from OMol25.

Output
- E_HOMO (alpha / beta): -13.8971 / -13.8935 eV
- Energy relative to the best compared isomer or geometry (same formula, charge and spin): 1.2583 eV
- Calculated total energy: -475.2777 a.u.
- 2S+1: 2
- Frontier orbital gap (alpha / beta): 8.46 / 4.01 eV
- Charge: +1
- ⟨S²⟩: 0.755

Geometry as XYZ:
```
18
CH11NO5 | OMol25 | the ωB97M-V functional and the def2-TZVPD basis
O -0.412 1.452 2.477
O -0.831 1.231 -1.116
N 0.864 -1.004 2.098
H 2.632 2.166 -1.412
H -0.060 1.755 -1.406
H 2.273 0.772 -1.501
H -1.608 -0.206 -2.504
O 0.174 -1.997 0.328
H 1.811 -0.883 1.763
H -0.752 2.156 3.057
O 1.828 1.640 -1.563
H -1.256 -1.745 -2.696
H -0.410 1.780 1.573
H -1.103 -1.460 1.938
O -1.603 -0.968 -3.119
H 0.668 -0.598 3.013
C -0.166 -1.416 1.384
H -0.585 0.346 -0.859
```

The following is a quantum chemistry calculation of 5 unconnected molecules or ions with the total composition CH11O4S in a non-equilibrium geometry, from OMol25.

Output
- E_HOMO: -3.6912 eV
- Energy relative to the best compared isomer or geometry (same formula, charge and spin): 0.1544 eV
- Calculated total energy: -743.9080 a.u.
- Frontier orbital gap: 7.50 eV
- Charge: -1

Geometry as XYZ:
```
17
CH11O4S | OMol25 | the ωB97M-V functional and the def2-TZVPD basis
H -1.137 -0.270 3.061
O -1.789 -0.966 -1.079
O 1.978 -0.725 -0.649
H -0.608 0.056 -2.141
O 0.200 0.494 -2.496
H -0.155 2.035 -0.995
H 0.261 1.985 0.460
H 2.163 0.054 -0.119
H -1.575 -1.731 -1.613
H -1.094 -1.027 -0.365
H -0.803 0.636 1.758
H 0.610 0.084 2.712
H 0.923 0.049 -2.015
C -0.349 -0.218 2.297
H 1.401 -1.210 -0.003
S -0.245 -1.830 1.461
O 0.218 2.583 -0.275
```

The following is a quantum chemistry calculation of 5 unconnected molecules or ions with the total composition CH11O4S in a non-equilibrium geometry, from OMol25.

Output
- E_HOMO: -3.6228 eV
- Energy relative to the best compared isomer or geometry (same formula, charge and spin): 0.2187 eV
- Calculated total energy: -743.9056 a.u.
- Frontier orbital gap: 7.35 eV
- Charge: -1

Geometry as XYZ:
```
17
CH11O4S | OMol25 | the ωB97M-V functional and the def2-TZVPD basis
O -1.736 -0.060 -1.982
H 1.408 0.104 -1.119
H -1.560 0.639 -1.312
H 1.517 -1.059 2.042
H -0.046 1.625 0.632
H -1.706 -1.513 -0.628
C 1.065 -0.045 2.164
S 1.914 1.228 1.137
H 1.139 0.105 3.264
H -0.399 -1.441 0.181
O -0.933 1.611 0.091
H 1.709 0.213 -2.617
H -0.832 -0.310 -2.219
O 1.180 -0.279 -1.994
H 0.023 -0.202 1.801
H -1.666 1.431 0.684
O -1.076 -2.049 -0.123
```

The following is a quantum chemistry calculation of 5 unconnected molecules or ions with the total composition CH11O5 in a non-equilibrium geometry, from OMol25.

Output
- E_HOMO (alpha / beta): -10.2615 / -10.2592 eV
- Energy relative to the best compared isomer or geometry (same formula, charge and spin): 1.5730 eV
- Calculated total energy: -420.7342 a.u.
- 2S+1: 2
- Frontier orbital gap (alpha / beta): 10.34 / 5.60 eV
- ⟨S²⟩: 0.755

Geometry as XYZ:
```
17
CH11O5 | OMol25 | the ωB97M-V functional and the def2-TZVPD basis
H 2.304 0.116 0.195
O 2.490 0.862 0.877
H -1.721 -0.164 -1.347
H -1.896 -0.522 1.624
H -0.422 -1.335 1.893
C -1.130 -1.008 1.070
O 1.605 -1.156 -0.989
H 1.605 1.290 0.937
O -0.576 -0.435 -0.068
H 0.701 -0.980 -0.602
H -1.979 -0.068 -2.833
O -2.501 0.080 -2.049
H 1.601 -0.958 -1.928
O 0.013 1.734 1.276
H -0.082 0.877 0.678
H -1.516 -2.052 0.525
H -0.051 1.160 2.069
```

The following is a quantum chemistry calculation of a molecular structure, CH12BF4FeO5 in a non-equilibrium geometry, from OMol25.

Output
- E_HOMO (alpha / beta): -14.4831 / -13.3950 eV
- Energy relative to the best compared isomer or geometry (same formula, charge and spin): 0.3803 eV
- Calculated total energy: -2109.5563 a.u.
- 2S+1: 5
- Frontier orbital gap (alpha / beta): 10.51 / 9.43 eV
- Charge: +1
- ⟨S²⟩: 6.006

Geometry as XYZ:
```
24
CH12BF4FeO5 | OMol25 | the ωB97M-V functional and the def2-TZVPD basis
H -1.454 -2.102 1.593
O -0.891 0.129 -1.640
H 2.081 -0.627 2.137
F 2.353 2.382 -1.476
H -2.801 -0.747 -1.702
F 3.972 0.819 -0.922
O -0.625 1.551 1.173
B 2.853 1.513 -0.519
H -2.595 -1.133 1.239
Fe 0.053 -0.266 0.254
C -2.325 0.238 -1.686
H -0.057 2.242 1.540
O 0.574 -2.155 -0.586
F 1.767 0.497 -0.342
H -0.068 -2.748 -0.993
H -0.551 -0.019 -2.529
H 0.778 -0.586 2.971
O 1.119 -0.559 2.070
H -2.665 0.791 -0.815
O -1.641 -1.257 1.165
F 2.972 2.072 0.756
H -1.524 1.893 1.211
H 1.322 -2.705 -0.321
H -2.647 0.776 -2.576
```

The following is a quantum chemistry calculation of a molecular structure, CH12BaO9 in a non-equilibrium geometry, from OMol25.

Output
- E_HOMO: -4.9649 eV
- Energy relative to the best compared isomer or geometry (same formula, charge and spin): 0.1441 eV
- Calculated total energy: -748.0211 a.u.
- Frontier orbital gap: 3.73 eV

Geometry as XYZ:
```
23
CH12BaO9 | OMol25 | the ωB97M-V functional and the def2-TZVPD basis
Ba -0.329 -0.244 -0.032
H 0.876 -1.915 2.381
H 0.553 3.023 0.811
H -2.650 -1.554 -2.293
O -0.496 -0.482 3.285
H -2.849 -0.045 -2.138
H 0.047 2.332 2.103
H 2.245 -2.239 1.687
O -2.573 -1.095 3.932
H 2.953 0.546 0.520
H 2.005 -1.500 -2.433
O 1.106 -1.188 -2.280
H -1.336 2.523 -1.998
O -2.248 -0.764 -1.915
O 0.122 2.231 1.143
C -1.747 -0.811 3.027
H -0.188 1.938 -2.824
O 2.408 0.382 -0.258
O -0.647 1.848 -1.983
H 0.634 -1.346 -3.105
H 2.824 0.871 -0.976
O 1.437 -1.729 1.595
O -2.147 -0.780 1.751
```

The following is a quantum chemistry calculation of a molecular structure, CH12BaO9 in a non-equilibrium geometry, from OMol25.

Output
- E_HOMO (alpha / beta): -11.9338 / -11.8556 eV
- Energy relative to the best compared isomer or geometry (same formula, charge and spin): 0.0000 eV
- Calculated total energy: -747.8206 a.u.
- 2S+1: 2
- Frontier orbital gap (alpha / beta): 8.27 / 8.19 eV
- Charge: +1
- ⟨S²⟩: 0.758

Geometry as XYZ:
```
23
CH12BaO9 | OMol25 | the ωB97M-V functional and the def2-TZVPD basis
H -0.595 0.989 -3.699
O 0.279 -2.600 -0.213
O -2.218 -1.019 -1.654
O -0.106 0.362 -3.165
H 0.633 0.103 -3.715
C 2.461 2.450 -0.044
Ba -0.052 0.156 -0.238
O 2.291 3.634 0.142
H 0.085 2.660 1.895
H -0.254 -3.270 -0.641
H 1.746 -0.208 2.503
H 1.633 -1.695 2.241
O -0.312 1.789 1.906
H -2.448 -1.934 -1.815
O 1.513 -0.842 1.824
O 3.447 1.942 0.482
H -2.642 -0.536 -2.364
H -2.552 -1.440 1.012
H 0.973 -3.092 0.227
H -0.738 1.732 2.761
O 1.828 1.861 -0.923
H -2.839 -0.329 1.999
O -2.135 -0.716 1.479
```

The following is a quantum chemistry calculation of a molecular structure, CH12F3KO9S, from OMol25.

Output
- E_HOMO: -9.4782 eV
- Energy relative to the best compared isomer or geometry (same formula, charge and spin): 0.0000 eV
- Calculated total energy: -2020.2835 a.u.
- Frontier orbital gap: 8.92 eV

Geometry as XYZ:
```
27
CH12F3KO9S | OMol25 | the ωB97M-V functional and the def2-TZVPD basis
O 1.630 -3.432 -1.032
F -1.180 -2.048 -3.056
H -2.285 3.333 2.379
H 2.205 2.302 -1.836
H 0.696 -1.668 1.001
H -1.503 2.364 3.262
H 1.691 0.855 -1.887
H -0.250 4.406 -0.640
S 1.049 -2.267 -1.663
O 1.649 -1.726 -2.865
H -3.122 -0.702 -0.649
F -1.438 -3.113 -1.186
F -0.456 -4.079 -2.848
O -2.827 -0.397 0.216
H 2.126 0.020 2.832
O -0.263 3.458 -0.477
O 0.440 -1.740 1.947
H 0.460 3.084 -0.999
H 1.261 -1.913 2.413
O 1.923 0.889 2.474
H 2.052 1.497 3.209
O 1.789 1.620 -1.296
H -3.541 0.158 0.548
C -0.606 -2.931 -2.217
O 0.722 -1.185 -0.717
O -1.977 2.422 2.426
K -0.245 0.792 0.660
```

Q: Which of these has the highest energy relative to the best compared isomer or geometry (same formula, charge and spin)?
A: CH11O5

Q: What is the calculated total energy in the fifth record?
A: -2109.5563 a.u.

Q: Which formula does entry 5 have?
A: CH12BF4FeO5